Entry from the OMol25 dataset: a 11-piece molecular cluster, C44H121N11O11 overall at a distorted geometry (ωB97M-V/def2-TZVPD).

For the frontier orbital gap, the calculation gives 9.61 eV. The value obtained for the HOMO energy is -0.3282 Ha. The value obtained for the LUMO energy is 0.681 eV. Its net charge is 0. As for the SMILES: COC[C@H](C)N.COC[C@H](C)N.COC[C@H](C)N.COC[C@H](C)N.COC[C@H](C)N.COC[C@H](C)N.COC[C@H](C)N.COC[C@H](C)N.COC[C@H](C)N.COC[C@H](C)N.COC[C@H](C)N. The total energy is -3178.697056 Eh. Its energy above the lowest of the compared OMol25 structures with the same formula, charge and spin is 57.23 kcal/mol.

Cartesian coordinates (Å):
C 1.46625 -3.14844 -4.01096
O 2.13495 -4.14785 -4.71719
C 2.13520 -3.94407 -6.08762
C 2.42475 -5.28826 -6.81038
C 2.05753 -5.08587 -8.34609
N 1.34619 -6.19132 -6.32898
H 0.36913 -3.16911 -4.14647
H 1.85091 -2.14906 -4.33799
H 1.70409 -3.10697 -2.94520
H 1.15207 -3.58765 -6.41866
H 2.82352 -3.14337 -6.35032
H 3.49503 -5.60306 -6.67004
H 2.74653 -4.49027 -8.97542
H 1.07931 -4.57088 -8.48264
H 2.02913 -6.06739 -8.81728
H 1.38005 -7.15858 -6.61379
H 1.39903 -6.18352 -5.31565
C -1.42764 -3.38286 -1.25583
O -1.44331 -4.20457 -0.09550
C -1.35334 -3.46510 1.11725
C -1.48351 -4.46998 2.26063
C -1.03646 -3.78164 3.57685
N -0.51919 -5.57087 1.97376
H -0.48572 -2.80055 -1.23985
H -2.23772 -2.68473 -1.18211
H -1.45394 -4.15110 -2.04028
H -0.38649 -2.93272 1.17253
H -2.08037 -2.63250 1.12347
H -2.52218 -4.83752 2.43523
H -1.47640 -4.32010 4.40333
H -1.20547 -2.68752 3.58347
H 0.05271 -3.92577 3.60386
H -0.82810 -6.01248 1.07620
H -0.51401 -6.26278 2.70859
C 3.99451 1.15899 0.05982
O 4.02338 1.64549 1.39585
C 4.78164 0.83315 2.23158
C 6.31623 1.01543 2.03522
C 6.94615 0.07295 3.01533
N 6.85617 2.34530 2.10504
H 3.37512 1.86158 -0.49761
H 3.58899 0.12295 -0.02907
H 5.00252 1.27530 -0.39249
H 4.50621 1.22047 3.23357
H 4.53705 -0.23313 2.18018
H 6.46334 0.65663 1.02571
H 6.64559 0.35100 4.01737
H 8.01084 0.21837 3.07749
H 6.81157 -0.99881 2.90502
H 6.49613 2.86815 1.32362
H 6.66433 2.86886 2.95338
C 4.64856 -2.65877 -1.67270
O 4.51300 -1.29390 -2.07277
C 5.42912 -0.92741 -3.00539
C 5.04057 0.38843 -3.55894
C 3.71499 0.26823 -4.39788
N 6.16353 0.94772 -4.32368
H 4.35444 -3.28424 -2.51870
H 3.91427 -2.87953 -0.86123
H 5.69115 -2.84368 -1.39972
H 6.41344 -0.92719 -2.54640
H 5.47376 -1.56858 -3.87310
H 4.87024 1.14533 -2.82668
H 3.13355 -0.46039 -3.84985
H 3.95710 -0.11725 -5.40525
H 3.08826 1.17839 -4.45793
H 7.07802 0.83669 -3.86222
H 6.10029 0.49203 -5.25470
C 2.93456 0.64752 9.14011
O 2.33753 0.62589 7.88136
C 2.78645 -0.44538 6.99654
C 1.94674 -0.44020 5.76484
C 2.43475 -1.48043 4.81455
N 1.94320 0.85131 5.12763
H 2.48448 -0.12977 9.78264
H 2.67107 1.63602 9.48850
H 4.02619 0.48456 9.08699
H 3.86425 -0.29243 6.74748
H 2.67586 -1.38785 7.50660
H 0.89758 -0.60146 6.03840
H 1.71864 -1.57184 3.99722
H 2.55406 -2.42742 5.31481
H 3.38323 -1.16170 4.37615
H 2.79537 1.06324 4.62784
H 1.77958 1.49237 5.89660
C -6.40203 -1.42026 -2.78721
O -5.05253 -0.97031 -2.49073
C -4.64749 -0.07960 -3.48456
C -3.28978 0.36128 -3.13008
C -2.82509 1.36673 -4.17679
N -2.41089 -0.82071 -3.08213
H -7.09530 -0.58673 -2.79494
H -6.54178 -2.06156 -1.92535
H -6.34717 -1.92561 -3.74243
H -4.60531 -0.50348 -4.52250
H -5.39947 0.69330 -3.62465
H -3.41273 0.83536 -2.11941
H -2.86993 0.90399 -5.18184
H -1.76959 1.64102 -4.02296
H -3.38258 2.27514 -4.16136
H -2.90475 -1.52296 -2.53060
H -1.57442 -0.55954 -2.58744
C -7.62356 -0.07804 -0.09681
O -6.47462 -0.60412 0.47017
C -5.60142 0.35008 0.93642
C -4.41769 -0.30538 1.61201
C -4.77321 -1.30990 2.67254
N -3.43371 0.72006 2.07364
H -7.29943 0.60925 -0.91201
H -8.25040 0.44484 0.60090
H -8.20541 -0.94220 -0.53557
H -5.29225 1.03804 0.14759
H -6.06842 0.95661 1.71718
H -3.90291 -0.92538 0.83336
H -5.43385 -2.10242 2.27936
H -5.42937 -0.83299 3.44744
H -3.95230 -1.69137 3.23955
H -3.90044 1.37990 2.72974
H -3.20702 1.32918 1.29603
C -1.06428 -2.05180 8.67933
O -1.29584 -1.14753 7.65664
C -2.22903 -1.60172 6.65772
C -2.68171 -0.40327 5.81267
C -1.50595 0.32640 5.17724
N -3.43398 0.61027 6.57872
H -0.34342 -1.62676 9.38638
H -0.64338 -2.96749 8.21844
H -1.95877 -2.36300 9.23014
H -1.80801 -2.35975 6.02095
H -3.10859 -2.08345 7.13290
H -3.36332 -0.77366 5.05594
H -1.83777 1.11296 4.49618
H -0.81366 -0.33873 4.61564
H -0.90008 0.80614 5.95035
H -4.33961 0.28499 6.81431
H -2.91748 0.70586 7.49563
C 0.71589 0.80264 -2.36188
O 0.10227 0.19141 -1.25964
C -0.61585 0.97583 -0.34712
C 0.31303 1.34443 0.89152
C 0.80746 0.07527 1.54833
N -0.45002 2.22196 1.79915
H 1.23737 0.02637 -2.96628
H 1.37848 1.57867 -2.03299
H -0.07751 1.27244 -2.99464
H -1.04126 1.85686 -0.85758
H -1.42540 0.27822 0.00374
H 1.16756 1.97715 0.63052
H -0.04445 -0.45099 2.02908
H 1.57630 0.26514 2.32992
H 1.18727 -0.63469 0.77408
H -1.13970 1.62897 2.29359
H 0.21223 2.38055 2.55319
C -3.38628 4.11605 1.38736
O -3.86087 3.34130 0.27031
C -3.11081 3.66815 -0.89588
C -3.70718 4.77851 -1.68443
C -4.97897 4.30168 -2.35089
N -2.75989 5.33293 -2.64788
H -2.28477 4.04996 1.49908
H -3.83271 3.79461 2.31396
H -3.58972 5.14816 1.19817
H -2.06049 3.90759 -0.56760
H -3.10499 2.79195 -1.53741
H -3.98480 5.60449 -0.95857
H -4.79804 3.83245 -3.35447
H -5.74086 5.07631 -2.53550
H -5.42462 3.58662 -1.71538
H -2.01370 5.76186 -2.15053
H -3.26385 5.91223 -3.32297
C 1.10474 4.20178 -1.73530
O 1.49468 3.80195 -3.00149
C 1.06503 4.76015 -3.96810
C 1.44236 4.36746 -5.39592
C 0.79093 3.10150 -5.84198
N 2.86718 4.24270 -5.52735
H 1.54399 5.15901 -1.46224
H 1.35095 3.51930 -0.95092
H 0.01051 4.35568 -1.75633
H -0.02837 5.04912 -3.80973
H 1.59351 5.70422 -3.73637
H 1.18297 5.17482 -6.08245
H 1.03465 2.92101 -6.85859
H -0.30751 3.12978 -5.61734
H 1.17511 2.20577 -5.30143
H 3.47713 4.98500 -5.29145
H 3.21266 3.45142 -4.95708

Atomic partial charges in e from the Löwdin method, atoms 1 to 99:
1 C -0.113
2 O -0.195
3 C -0.245
4 C -0.368
5 C -0.080
6 N 0.025
7 H 0.100
8 H 0.077
9 H 0.081
10 H 0.122
11 H 0.123
12 H 0.140
13 H 0.068
14 H 0.080
15 H 0.058
16 H 0.066
17 H 0.063
18 C -0.081
19 O -0.214
20 C -0.209
21 C -0.410
22 C -0.072
23 N 0.026
24 H 0.090
25 H 0.056
26 H 0.106
27 H 0.122
28 H 0.116
29 H 0.138
30 H 0.063
31 H 0.065
32 H 0.074
33 H 0.086
34 H 0.062
35 C -0.094
36 O -0.192
37 C -0.235
38 C -0.458
39 C -0.077
40 N 0.060
41 H 0.075
42 H 0.099
43 H 0.084
44 H 0.118
45 H 0.122
46 H 0.122
47 H 0.073
48 H 0.070
49 H 0.082
50 H 0.069
51 H 0.082
52 C -0.069
53 O -0.202
54 C -0.288
55 C -0.426
56 C -0.017
57 N 0.026
58 H 0.081
59 H 0.103
60 H 0.089
61 H 0.127
62 H 0.130
63 H 0.110
64 H 0.029
65 H 0.087
66 H 0.060
67 H 0.078
68 H 0.077
69 C -0.127
70 O -0.211
71 C -0.177
72 C -0.484
73 C -0.048
74 N 0.071
75 H 0.087
76 H 0.086
77 H 0.091
78 H 0.141
79 H 0.118
80 H 0.114
81 H 0.068
82 H 0.081
83 H 0.074
84 H 0.053
85 H 0.075
86 C -0.067
87 O -0.190
88 C -0.276
89 C -0.446
90 C -0.048
91 N 0.094
92 H 0.072
93 H 0.088
94 H 0.089
95 H 0.142
96 H 0.125
97 H 0.131
98 H 0.095
99 H 0.052